{"formula": "C6H12N2O3", "method": "wB97M-V/def2-TZVPD", "relative_energy_ev": 9.252, "fmax_ev_per_a": 2.564, "spin_multiplicity": 1, "smiles": "CC/C(C(C)C)=[N+](/[O-])ON=O", "homo_lumo_gap_ev": [7.97, 7.97], "elements": ["C", "C", "C", "C", "C", "C", "N", "O", "O", "N", "O", "H", "H", "H", "H", "H", "H", "H", "H", "H", "H", "H", "H"], "coordinates": [[2.28127, 0.33978, 0.78238], [0.86019, 0.47182, 1.26425], [-0.11759, 0.51026, 0.11487], [-0.14991, -0.73177, -0.70893], [-0.89677, -0.43466, -2.04025], [-0.89244, -1.98794, 0.06776], [-0.34557, 1.74714, -0.44767], [-0.22860, 2.15219, -1.59156], [-0.94516, 2.47801, 0.49591], [-1.80030, 1.39899, 1.21435], [-1.79360, 1.58405, 2.35524], [2.45710, -0.54354, 0.24511], [2.61392, 1.08718, -0.00047], [2.99773, 0.17872, 1.60287], [0.93412, 1.34458, 1.99076], [0.50470, -0.40463, 1.84387], [0.86597, -1.17835, -0.72588], [-1.95278, -0.27618, -1.89596], [-0.74926, -1.35780, -2.51636], [-0.35635, 0.25956, -2.71626], [-1.89075, -1.81345, -0.25643], [-0.54631, -2.97243, -0.24197], [-0.84963, -1.85153, 1.16439]], "forces_ev_per_angstrom": [[1.31, 0.22, -0.70], [-0.57, 0.72, 1.80], [0.88, 0.32, -0.20], [-0.33, -0.79, 0.63], [2.29, -0.83, 0.08], [0.48, 2.52, -0.14], [0.26, -1.49, 1.02], [-0.47, 0.32, 0.07], [0.49, 1.75, -0.49], [-0.57, -0.20, 0.88], [0.07, -0.28, -0.52], [-0.15, -1.62, -0.88], [-0.42, -0.15, 1.44], [-0.22, 0.90, -0.07], [-1.06, -0.82, -1.05], [0.76, 0.36, 0.07], [-0.32, 0.76, -1.11], [-0.20, 0.47, 0.05], [-0.52, -1.55, -1.17], [-0.80, -0.08, 0.81], [-1.15, -0.50, 0.12], [0.19, 0.25, -0.06], [0.07, -0.29, -0.58]]}